The following is a quantum chemistry calculation of a single C16H18N4O4S3 molecule, from OMol25.

Structure (ORCA input):
```
! RIJCOSX wB97M-V def2-TZVPD def2/J DEFGRID3
* xyz 0 1
C -6.123 -0.386 1.673
C -4.804 -0.375 1.598
C -4.040 0.532 0.702
S -3.280 -0.369 -0.715
C -1.838 -1.004 -0.029
N -0.893 -1.479 -0.764
N 0.131 -1.977 -0.094
C 0.021 -1.899 1.185
N 0.950 -2.333 2.088
C 2.276 -2.640 1.812
O 2.935 -3.258 2.605
C 2.745 -2.069 0.517
C 3.058 -2.873 -0.571
C 3.385 -2.296 -1.788
C 3.378 -0.918 -1.929
C 3.111 -0.129 -0.828
S 2.996 1.655 -0.996
O 3.385 2.020 -2.324
O 3.637 2.281 0.122
N 1.368 1.990 -0.853
C 0.500 1.435 -1.868
C -0.847 2.163 -1.804
O -1.403 2.108 -0.507
C -0.535 2.686 0.441
C 0.796 1.933 0.468
C 2.816 -0.685 0.398
S -1.491 -1.142 1.709
H -6.648 -1.059 2.328
H -6.729 0.283 1.085
H -4.214 -1.060 2.191
H -3.223 1.042 1.209
H -4.691 1.264 0.227
H 0.622 -2.589 3.013
H 3.024 -3.946 -0.466
H 3.622 -2.924 -2.633
H 3.587 -0.437 -2.871
H 0.982 1.597 -2.832
H 0.340 0.357 -1.714
H -1.571 1.683 -2.463
H -0.707 3.212 -2.098
H -1.038 2.621 1.408
H -0.351 3.740 0.191
H 1.503 2.396 1.155
H 0.604 0.891 0.772
H 2.655 -0.043 1.250
*
```

ΔE to the lowest compared entry with this formula, charge and spin: 17.8 kJ/mol
SMILES string: C=CCSc1nnc(NC(=O)c2cccc(S(=O)(=O)N3CCOCC3)c2)s1
E_tot: -2334.9933 hartree
Kohn-Sham gap: 8.731 eV
HOMO energy: -8.74 eV

These are the natural (NBO) partial charges, in e, on atoms 1 to 5: -0.364 -0.205 -0.551 0.347 -0.129